{"formula": "C37H27Br2N7O4SYb", "method": "the ωB97M-V functional and the def2-TZVPD basis", "de_lowest_kcal_mol": 19.1, "e_tot_ha": -8815.56073, "total_charge": -1, "orbital_gap_ev": [6.775, 6.779], "e_homo_ev": [-5.014, -5.018], "spin_multiplicity": 2, "lumo_energy_ha": [0.065, 0.065], "s_squared": 0.751, "elements": ["Yb", "Br", "Br", "S", "O", "O", "O", "O", "N", "N", "N", "N", "N", "N", "N", "C", "C", "C", "C", "C", "C", "C", "C", "C", "C", "C", "C", "C", "C", "C", "C", "C", "C", "C", "C", "C", "C", "C", "C", "C", "C", "C", "C", "C", "C", "C", "C", "C", "C", "C", "C", "C", "H", "H", "H", "H", "H", "H", "H", "H", "H", "H", "H", "H", "H", "H", "H", "H", "H", "H", "H", "H", "H", "H", "H", "H", "H", "H", "H"], "xyz": [[-0.782, 0.603, 1.044], [1.523, 1.881, 3.144], [1.393, -5.006, -5.233], [2.013, -2.796, 3.568], [-4.226, 2.662, 1.256], [0.956, 1.554, 0.071], [-2.450, 1.658, 0.298], [-4.051, -2.240, 1.234], [-0.773, 0.454, -1.618], [2.186, 0.981, -6.151], [-1.278, 2.925, 2.462], [2.249, 1.910, -5.300], [1.187, -1.114, 1.800], [-2.611, -0.508, 1.846], [-0.963, -1.971, 0.101], [3.630, -3.997, 0.044], [2.526, -1.047, -4.747], [2.240, 2.477, -1.680], [2.008, -2.018, 1.135], [-3.740, 0.428, 1.911], [-0.105, 0.715, 3.449], [2.530, -3.040, 1.931], [0.515, 1.217, -3.531], [-1.718, 0.039, -2.422], [2.378, -2.415, -4.576], [0.141, -0.853, 5.297], [-1.647, 4.070, 1.890], [1.110, -1.382, 3.064], [-3.485, 1.706, 1.104], [1.915, -0.391, -5.820], [1.601, -3.134, -5.469], [0.986, -2.507, -6.536], [2.471, 2.551, -3.051], [-1.524, 2.745, 3.762], [-0.632, 1.402, 5.760], [1.195, 1.702, -1.174], [3.336, -4.044, 1.397], [-0.559, 0.817, -4.359], [-2.168, 3.710, 4.524], [-2.536, 4.903, 3.926], [-2.932, -1.754, 1.463], [2.323, -1.974, -0.227], [0.305, 1.084, -2.148], [-2.260, 5.095, 2.583], [-0.166, 0.232, 6.218], [-1.107, 1.416, 4.336], [-1.697, -2.610, 1.222], [1.715, 1.866, -3.987], [-1.668, 0.239, -3.809], [1.161, -1.139, -6.712], [0.353, -0.544, 3.994], [3.130, -2.963, -0.759], [-1.577, -2.003, -0.702], [-2.546, 6.005, 2.072], [3.387, -2.935, -1.814], [2.859, -2.922, -3.749], [0.390, -3.080, -7.234], [-2.383, 3.517, 5.569], [-1.455, 4.152, 0.827], [-3.045, 5.669, 4.502], [-1.984, 0.754, 4.291], [0.697, -0.632, -7.554], [3.321, 3.112, -3.430], [3.726, -4.837, 2.027], [0.349, -1.853, 5.675], [-4.641, -0.033, 1.512], [-0.599, 2.304, 6.365], [0.098, 0.112, 7.266], [-2.013, -3.627, 1.007], [-0.147, -2.512, -0.140], [1.932, -1.163, -0.838], [4.257, -4.765, -0.395], [2.870, 3.001, -0.971], [-0.518, 1.007, -5.420], [-2.578, -0.438, -1.959], [3.127, -0.478, -4.049], [-2.510, -0.055, -4.425], [-1.060, -2.613, 2.103], [-3.955, 0.721, 2.939]], "forces_ev_per_angstrom": [[1.0, -0.4, 0.2], [0.2, -0.1, 0.4], [0.0, 0.0, 0.0], [0.0, 0.0, 0.2], [0.1, 0.0, -0.2], [0.2, 0.1, -0.4], [-1.2, 0.3, 0.1], [0.2, 0.1, 0.1], [0.2, 0.2, 0.0], [0.4, 0.3, 0.8], [-0.1, -0.1, -0.1], [-0.7, -0.3, -0.5], [0.0, 0.0, -0.2], [-0.9, -0.2, -0.2], [-0.4, 0.1, 0.6], [-0.1, 0.0, 0.1], [0.1, 0.1, 0.1], [0.1, 0.0, 0.0], [-0.1, 0.3, -0.1], [0.4, -0.3, -0.1], [0.2, 0.2, -0.5], [0.0, -0.1, 0.1], [0.0, 0.0, -0.4], [-0.1, -0.1, 0.1], [0.0, 0.1, 0.0], [-0.1, -0.2, 0.3], [0.1, -0.1, -0.1], [0.0, -0.2, 0.1], [0.1, -0.1, -0.2], [-0.3, 0.2, 0.3], [0.0, 0.0, 0.0], [0.0, 0.2, -0.1], [0.2, 0.0, 0.0], [0.0, 0.0, 0.0], [-0.1, 0.1, 0.0], [0.0, 0.0, 0.0], [0.0, 0.0, -0.1], [0.2, -0.1, 0.0], [0.0, 0.1, 0.1], [0.0, 0.0, 0.1], [-0.1, 0.3, 0.2], [0.0, 0.1, -0.1], [0.0, 0.0, 0.1], [0.0, 0.1, 0.0], [0.1, -0.3, 0.1], [0.2, 0.1, 0.0], [0.1, 0.1, -0.2], [0.2, -0.4, -0.1], [-0.1, -0.1, -0.1], [-0.2, 0.0, -0.2], [0.2, 0.0, -0.1], [0.0, 0.0, 0.0], [0.0, 0.1, -0.2], [0.0, 0.0, 0.0], [0.0, 0.0, 0.2], [0.0, 0.0, -0.1], [0.0, 0.0, 0.0], [0.0, 0.0, -0.1], [0.0, 0.0, 0.0], [0.0, 0.0, 0.0], [-0.1, 0.0, 0.0], [0.1, -0.1, 0.1], [-0.1, 0.0, 0.1], [0.0, 0.1, -0.1], [0.0, 0.1, 0.0], [-0.2, -0.1, 0.0], [-0.2, -0.1, 0.0], [0.1, 0.0, -0.1], [0.0, -0.2, -0.1], [0.3, -0.1, -0.1], [0.1, -0.1, 0.1], [0.0, 0.1, 0.0], [0.0, 0.0, -0.1], [0.1, 0.0, -0.2], [0.0, 0.1, 0.0], [0.0, 0.0, 0.0], [0.1, 0.0, 0.1], [0.1, 0.0, 0.1], [-0.1, 0.1, 0.1]], "mulliken_spin": [1.01, 0.00, 0.00, 0.00, 0.00, 0.00, 0.00, 0.00, 0.00, 0.00, 0.00, 0.00, 0.00, 0.00, 0.00, 0.00, 0.00, 0.00, 0.00, 0.00, 0.00, 0.00, 0.01, 0.00, 0.00, 0.00, 0.00, 0.01, 0.00, 0.00, 0.00, 0.00, 0.00, 0.00, 0.00, 0.00, 0.00, 0.00, 0.00, 0.00, 0.00, 0.00, -0.01, 0.00, 0.00, 0.00, 0.00, 0.00, 0.00, 0.00, -0.01, 0.00, 0.00, 0.00, 0.00, 0.00, 0.00, 0.00, 0.00, 0.00, 0.00, 0.00, 0.00, 0.00, 0.00, 0.00, 0.00, 0.00, 0.00, 0.00, 0.00, 0.00, 0.00, 0.00, 0.00, 0.00, 0.00, 0.00, 0.00]}